Record 1
DFT (ωB97M-V/def2-TZVPD) results for a structure of composition C27H36NO2P2Tb at a distorted geometry.

Geometry as ORCA input:
```
! RIJCOSX wB97M-V def2-TZVPD def2/J DEFGRID3
* xyz 0 7
Tb -0.3029 -0.0204 0.7479
P 2.3198 0.5454 0.9610
P -2.3370 0.1602 -1.1422
O 0.3878 -1.4649 -3.0530
O -0.7663 0.4881 -4.3638
N -0.1058 2.1144 -0.3778
C -1.3600 1.8961 6.5182
C 0.0472 4.7883 -1.1535
C -3.9151 0.7285 -0.4291
C -0.1341 2.4506 6.8674
C 0.9207 2.4616 5.9217
C 1.0918 -4.5676 -0.0322
C -1.5683 1.3209 5.2483
C -0.7423 0.6760 3.0234
C -1.0430 -3.1257 1.0720
C -2.8293 0.7538 4.9291
C 0.0800 -5.2478 0.6468
C -0.9841 -4.5297 1.2029
C -0.8964 2.5798 -1.3865
C 3.8932 0.6068 0.0829
C 0.9103 4.2747 -0.1821
C 1.8895 2.3584 1.1438
C -2.9071 -1.0939 -2.3290
C 0.7352 1.9070 4.6636
C 1.0618 -3.1573 -0.1205
C 0.0004 -2.4667 0.4427
C -1.9766 0.1155 2.7519
C -0.8253 3.9134 -1.7992
C -0.4900 1.3012 4.2726
C 2.8138 -0.0899 2.6098
C -3.0405 0.1634 3.7080
C 0.8557 2.9197 0.1462
C -1.8298 1.6505 -2.1275
H 4.6514 1.1125 0.7032
H -0.1153 1.0357 -4.8265
H 1.9085 -5.1189 -0.4986
H 1.8536 -2.6105 -0.6327
H -1.4754 4.2281 -2.6163
H 1.9848 -0.0462 3.3322
H 0.5040 -1.1134 -2.0879
H -2.7436 2.1955 -2.4220
H -2.1945 1.8911 7.2255
H 1.8763 2.9088 6.1929
H -3.6190 0.8031 5.6835
H -3.2079 -1.9685 -1.7350
H -2.0997 -1.3890 -3.0135
H 3.7626 1.1371 -0.8701
H -3.7352 1.5864 0.2347
H 0.4060 -0.6936 -0.9704
H 0.1152 -6.3314 0.7402
H 1.5545 1.9232 3.9516
H -4.0050 -0.2756 3.4490
H 3.0901 -1.1469 2.4628
H -2.2034 -0.4015 1.7957
H -4.3430 -0.1010 0.1501
H 0.2191 -2.4180 -2.9545
H 3.6809 0.4736 2.9862
H 1.6644 4.8880 0.3103
H -3.7744 -0.7206 -2.8924
H -1.9069 -2.5828 1.4656
H -1.3398 1.2900 -3.1087
H 2.8494 2.8807 0.9869
H 4.2017 -0.4291 -0.1165
H 0.0733 5.8460 -1.4188
H 0.0130 2.8746 7.8548
H -0.2603 -0.2840 -3.9397
H 1.5630 2.5717 2.1740
H -1.7737 -5.0530 1.7348
H -4.5922 1.0157 -1.2463
*
```

For the HOMO energy (alpha / beta), the calculation gives -6.57 / -6.63 eV. For the frontier orbital gap (alpha / beta), the calculation gives 0.247 / 0.250 hartree.



Record 2
DFT (ωB97M-V/def2-TZVPD) results for a structure of composition C27H37AsBiCl2N4O2Si3.

Geometry as ORCA input:
```
! RIJCOSX wB97M-V def2-TZVPD def2/J DEFGRID3
* xyz 1 1
Bi -0.9113 0.9407 -1.4108
As -0.1003 -0.6544 0.6689
Cl 5.8749 2.5842 -2.5993
Cl 4.9226 4.8733 -0.5875
Si 0.8138 0.5419 2.5770
Si 1.5166 -2.3865 0.1120
Si -2.0484 -1.8304 1.4192
O 2.4371 -0.4824 -3.8083
O 0.3873 4.4431 0.8362
N -2.3636 2.3295 0.2803
N -0.9786 -1.0196 -3.1669
N 0.2867 2.6231 -0.5839
N 1.0717 0.7225 -2.3894
C -1.7068 3.4472 0.5865
C -3.6752 4.4354 1.4923
C 2.5445 3.6423 -0.6593
C 3.0347 -1.5298 -0.5090
C 4.2595 2.6457 -1.9986
C 1.3578 -0.7725 3.7807
C -3.0141 -0.7545 2.5910
C -4.3648 3.2769 1.1593
C -1.9027 -2.5693 -4.7220
C -2.3255 4.5247 1.2036
C -2.0027 -1.7517 -3.6129
C 1.6331 2.6621 -1.0424
C 0.3665 -1.8529 -4.9473
C 0.1774 -1.0584 -3.8264
C 3.8473 3.6369 -1.1254
C 1.3456 -0.2288 -3.3278
C -3.6698 2.2509 0.5503
C 2.2518 1.5721 2.0303
C 2.0465 1.6632 -1.9514
C -0.6920 -2.6198 -5.3994
C 0.7017 -3.4993 -1.1341
C -0.5358 1.5572 3.3508
C 1.9368 -3.4128 1.6021
C 3.3616 1.6760 -2.4105
C -0.2236 3.5461 0.2802
C -3.0121 -2.1168 -0.1527
C -1.6452 -3.4464 2.2416
H -0.2532 -3.8854 -0.7700
H -1.3118 -4.1989 1.5246
H 1.0758 -3.8985 2.0556
H 1.3330 -1.8476 -5.4291
H -5.4206 3.1699 1.3654
H -2.6599 -0.8753 3.6166
H 2.8770 -1.0475 -1.4731
H 2.3646 -1.1220 3.5509
H 3.8269 -2.2738 -0.6345
H 1.3590 -4.3552 -1.3139
H -2.7561 -3.1467 -5.0485
H -4.1886 5.2592 1.9701
H -0.0674 2.2809 4.0247
H -1.7335 5.3970 1.4386
H -0.5783 -3.2490 -6.2722
H -4.1685 1.3297 0.2685
H -3.4768 -1.1872 -0.4980
H 2.2422 4.4188 0.0195
H 3.3939 -0.7804 0.1982
H 1.9351 2.5793 1.7555
H -2.3730 -2.4980 -0.9511
H -4.0656 -1.0555 2.5670
H -1.2139 0.9387 3.9375
H 0.6882 -1.6320 3.8152
H 2.6041 -4.1986 1.2328
H -2.9530 0.3033 2.3373
H -1.1206 2.1177 2.6238
H 2.7837 1.1462 1.1785
H -2.5586 -3.8158 2.7162
H 0.5369 -3.0054 -2.0892
H 1.3818 -0.3269 4.7792
H -3.8119 -2.8428 0.0167
H -2.9309 -1.6763 -3.0587
H 2.4741 -2.8613 2.3700
H 3.6953 0.9253 -3.1034
H -0.8877 -3.3464 3.0190
H 2.9552 1.6521 2.8638
*
```

For the HOMO energy, the calculation gives -10.13 eV. For the frontier orbital gap, the calculation gives 0.251 hartree.



Record 3
DFT (ωB97M-V/def2-TZVPD) results for a structure of composition C27H37Br2F16IN4O5 at a distorted geometry.

Geometry as ORCA input:
```
! RIJCOSX wB97M-V def2-TZVPD def2/J DEFGRID3
* xyz 0 1
I -0.9159 3.0998 -1.3196
Br 3.6980 1.7927 -3.5833
Br 3.6993 2.0250 -0.4028
F -1.9840 -2.6183 1.5563
F 0.8637 -1.0372 -7.9852
F 4.5518 -2.5829 -7.8199
F -3.2839 -5.8127 4.2082
F -0.0694 -3.0962 -6.5317
F -4.6969 -7.4446 4.4689
F -3.2527 -4.4010 1.5553
F 2.5734 -2.3900 -9.9260
F -5.7145 -5.6721 2.7212
F 1.8799 -3.6231 -7.3407
F 0.7497 -0.6637 -5.8428
F 4.6246 -2.8669 -10.5090
F -6.7622 -5.7751 4.6299
F -3.1209 -2.8384 3.9962
F 5.5624 -0.9521 -8.8164
F -3.9197 -1.2147 2.8191
O -5.1877 -2.9837 3.0876
O 0.5165 -0.5037 -1.3408
O 4.5916 -0.9035 4.1269
O 2.3639 -0.4708 4.2588
O 3.5673 -0.5530 -8.0085
N -2.6960 3.3991 3.5642
N -0.7735 2.1894 4.1397
N -1.0138 0.3501 0.1903
N -2.9102 1.1576 4.2902
C 1.7233 1.2467 1.8956
C -3.8898 -2.5652 2.9256
C 0.7007 3.4649 1.6458
C -1.9800 1.5796 2.0248
C -0.5414 4.3719 1.5775
C 4.3505 -1.5130 -8.6088
C -4.4961 -6.1282 4.6983
C 1.9936 1.8883 -1.2815
C 1.8778 4.2762 1.1097
C 0.6253 2.0182 1.0745
C 2.8770 -0.7406 -6.7747
C 3.5460 -0.6526 3.5410
C -5.6238 -5.3366 4.0242
C 2.0536 1.7695 -2.6150
C 0.7020 1.8376 -0.4884
C 2.1509 -0.1459 1.4270
C -3.2670 -3.0635 1.6163
C -0.6331 1.1124 1.4400
C -5.6473 -3.7995 4.1666
C 1.9840 5.6404 1.8082
C 1.2531 -2.8128 -6.4711
C 3.8247 -1.9050 -9.9948
C -2.0605 2.0948 3.4840
C 0.9256 1.6228 -3.5655
C 1.4494 -1.3295 -6.8053
C 3.4932 -0.5624 2.0408
C 0.0884 0.4066 -0.6644
H -3.8241 -2.6733 0.7624
H -2.2989 3.9390 4.3152
H -0.6107 4.9509 2.4839
H -2.5968 0.6970 1.9978
H -3.8531 1.1611 3.9245
H 1.6066 -3.0271 -5.4588
H 4.2691 0.0802 1.6528
H 1.4292 -0.8901 1.7538
H 2.8117 3.7954 1.3337
H 0.4969 2.5999 -3.7453
H -6.7084 -3.5614 4.2088
H -1.0737 -0.6290 0.4573
H -2.4903 2.2793 1.3835
H -5.2347 -3.4758 5.1213
H 1.8933 -1.3129 4.2525
H 1.7850 4.4002 0.0375
H 1.3629 6.3779 1.3286
H 0.9300 3.3449 2.6921
H 3.5025 -1.2296 -6.0284
H 1.6282 5.5123 2.8217
H 2.2788 -0.2329 0.3638
H 3.8317 -1.0366 -10.6564
H -0.9144 2.5222 5.0846
H 2.6054 1.8500 2.0581
H 1.2671 1.2766 -4.5225
H 3.7038 -1.5607 1.6793
H -4.5019 -5.9605 5.7788
H 1.2771 1.1334 2.8640
H -2.5361 0.2197 4.2327
H -0.3602 0.3051 2.1047
H -0.4238 5.0842 0.7710
H 0.1326 0.9737 -3.2368
H -3.6927 3.3120 3.6766
H 2.7440 0.2792 -6.4171
H 3.0130 5.9615 1.8582
H -0.3869 1.2581 4.2496
H -1.4830 3.8905 1.4006
*
```

For the HOMO energy, the calculation gives -9.10 eV. For the frontier orbital gap, the calculation gives 0.319 hartree.